# C3H5NO2

One molecule with the formula C3H5NO2 in a non-equilibrium geometry (the ωB97M-V functional and the def2-TZVPD basis, the Open Molecules 2025 dataset).

Calculated values
E ... -322.41761 hartree
LUMO level ... 0.0097 Eh
Structure (SMILES) ... C=CN(O)C=O
Orbital gap ... 9.1329 eV
Max |F| ... 0.1358 Eh/bohr
Relative energy (zero: lowest compared OMol25 entry of this formula, charge and spin) ... 411.47 kJ/mol
HOMO level ... -8.87 eV
M ... 87.1 g mol⁻¹

Each atom is followed by the atoms it is bonded to, with distances in Å.
CARTESIAN COORDINATES (ANGSTROEM)
1 O -0.98314 -0.59543 -0.86077  H3 1.157, N11 1.326
2 C 0.87483 -1.53947 0.12067  O4 1.270, H7 1.214, N11 1.409
3 H -1.85561 -1.17605 -0.37099  O1 1.157
4 O 1.83317 -1.54347 0.95335  C2 1.270
5 H -1.18054 1.67540 -0.90441  C9 1.083
6 H 0.97840 0.83273 1.23252  C10 1.107
7 H 0.84626 -2.42829 -0.70582  C2 1.214
8 H -0.14661 2.79349 0.04728  C9 1.072
9 C -0.38423 1.77298 -0.17725  H5 1.083, H8 1.072, C10 1.353
10 C 0.12758 0.74001 0.53038  H6 1.107, C9 1.353, N11 1.353
11 N -0.11010 -0.53189 0.13504  O1 1.326, C2 1.409, C10 1.353